(1)
Entry from the OMol25 dataset: a structure of composition C2HF2I2N (ωB97M-V with the def2-TZVPD basis set).

Each line ends with the natural charge from an NBO analysis.
Geometry (Å):
C: -1.45 0.25 -0.59  -0.100
C: -2.51 -0.53 -1.15  0.474
N: 0.20 -0.36 -0.23  -0.522
F: -2.20 -1.71 -1.69  -0.291
F: -3.21 0.26 -2.12  -0.344
I: -1.94 2.15 -0.08  0.327
I: -3.85 -0.93 0.54  0.133
H: 0.83 0.37 0.07  0.323

For the HOMO-LUMO gap, the calculation gives 0.2675 Eh. The total energy comes out at -25211.141 eV. As for the total charge: 0. The value obtained for the energy above the lowest of the compared OMol25 structures with the same formula, charge and spin is 419.42 kJ/mol. The molar mass is 330.841 Da.

---

(2)
Entry from the OMol25 dataset: a structure of composition C6H6INO3S (ωB97M-V with the def2-TZVPD basis set).

Each line ends with the natural charge from an NBO analysis.
Geometry (Å):
C: -0.03 0.66 2.19  -0.278
C: 0.36 0.08 0.99  -0.198
C: -1.29 1.31 1.98  0.006
C: -0.57 0.51 0.08  -0.063
C: -0.83 0.40 -1.30  0.574
C: 0.12 -0.36 -2.18  -0.709
N: -1.52 1.28 0.68  -0.473
O: -1.88 0.98 -1.68  -0.625
O: -3.89 0.41 -0.45  -0.866
O: -3.96 2.16 1.12  -0.922
S: -3.25 1.60 0.00  2.028
I: -3.06 3.40 -1.46  0.126
H: 0.44 0.68 3.07  0.213
H: 1.31 -0.39 0.75  0.235
H: -1.74 2.07 2.47  0.224
H: 1.12 -0.03 -2.22  0.241
H: -0.19 -0.36 -3.22  0.242
H: 0.14 -1.40 -1.95  0.245

For the HOMO-LUMO gap, the calculation gives 0.2874 Eh. The total energy comes out at -32884.613 eV. As for the total charge: 0. The molar mass is 299.089 Da.

---

(3)
Entry from the OMol25 dataset: a cluster of 12 separate species, C18H36F3N9O27 in total (ωB97M-V with the def2-TZVPD basis set).

Each line ends with the Löwdin charge.
Geometry (Å):
O: -2.24 0.67 -2.80  0.141
C: -1.63 0.19 -1.85  -0.529
O: -0.98 -1.00 -1.90  0.072
C: -0.67 -1.38 -0.59  -0.074
C: -0.65 -0.08 0.14  -0.273
F: 0.63 0.47 0.18  0.031
O: -1.49 0.70 -0.64  0.126
H: -1.35 -2.07 -0.09  0.134
H: 0.37 -1.69 -0.57  0.127
H: -1.11 -0.15 1.13  0.150
O: -4.57 6.51 -0.70  0.086
C: -4.01 5.48 -1.19  -0.493
O: -4.16 4.29 -0.63  0.078
C: -3.58 3.29 -1.34  -0.120
C: -3.13 3.97 -2.60  -0.338
F: -3.81 3.53 -3.64  0.115
O: -3.31 5.36 -2.33  0.154
H: -2.67 2.94 -0.85  0.105
H: -4.20 2.40 -1.49  0.151
H: -2.07 3.73 -2.68  0.155
O: -0.98 0.15 3.64  0.107
C: -0.92 -0.41 4.74  -0.541
O: -1.68 -1.35 5.13  0.106
C: -1.44 -1.75 6.39  -0.070
C: -0.14 -1.02 6.70  -0.271
F: 1.00 -1.74 6.42  0.054
O: -0.09 -0.02 5.74  0.150
H: -2.33 -1.47 6.96  0.153
H: -1.39 -2.84 6.46  0.151
H: 0.00 -0.72 7.74  0.174
C: -2.82 2.79 2.22  0.049
N: -2.60 4.11 2.89  -0.390
O: -2.70 5.17 2.25  0.070
O: -2.44 4.07 4.13  0.029
H: -1.98 2.64 1.55  0.072
H: -3.77 2.76 1.70  0.103
H: -2.84 2.04 3.02  0.084
C: 3.52 -0.63 -0.81  0.025
N: 4.22 -1.80 -0.29  -0.435
O: 5.13 -1.62 0.50  0.071
O: 3.82 -2.88 -0.67  0.065
H: 3.86 -0.53 -1.84  0.097
H: 3.77 0.21 -0.16  0.097
H: 2.44 -0.74 -0.96  0.060
C: -2.80 0.20 -6.26  0.049
N: -1.81 -0.89 -6.53  -0.461
O: -2.16 -2.02 -6.76  0.079
O: -0.68 -0.50 -6.57  0.047
H: -2.73 0.68 -5.28  0.075
H: -3.77 -0.28 -6.30  0.095
H: -2.63 0.96 -7.03  0.101
C: 0.08 -3.87 3.33  0.052
N: -1.32 -3.72 2.81  -0.383
O: -1.71 -2.64 2.26  0.024
O: -2.03 -4.68 3.02  0.082
H: 0.72 -3.40 2.59  0.085
H: 0.34 -4.92 3.46  0.099
H: 0.11 -3.38 4.30  0.086
C: 2.40 1.18 2.97  0.046
N: 2.78 -0.17 3.48  -0.401
O: 3.74 -0.24 4.22  0.082
O: 2.29 -1.16 2.86  0.012
H: 2.92 1.96 3.53  0.102
H: 1.31 1.24 3.01  0.081
H: 2.79 1.18 1.95  0.083
C: 2.75 1.82 -3.75  0.074
N: 1.44 1.59 -3.02  -0.354
O: 1.24 0.39 -2.74  0.020
O: 0.62 2.47 -2.78  0.078
H: 2.87 2.89 -3.91  0.100
H: 2.70 1.24 -4.67  0.107
H: 3.55 1.53 -3.07  0.088
C: 2.35 -5.81 0.81  0.043
N: 1.00 -5.41 0.34  -0.430
O: 0.92 -4.39 -0.36  0.032
O: 0.13 -6.25 0.42  0.083
H: 2.68 -6.77 0.41  0.109
H: 2.40 -5.72 1.89  0.095
H: 3.04 -5.09 0.38  0.078
C: 1.82 -2.47 -4.04  0.040
N: 2.71 -3.56 -4.42  -0.485
O: 2.51 -4.10 -5.46  0.090
O: 3.65 -3.82 -3.73  0.065
H: 2.18 -1.54 -4.49  0.099
H: 1.86 -2.29 -2.97  0.075
H: 0.84 -2.84 -4.33  0.113
C: 0.78 3.90 0.41  0.034
N: 0.32 5.16 -0.18  -0.422
O: 1.12 6.07 -0.24  0.091
O: -0.87 5.25 -0.44  0.082
H: 1.56 4.02 1.16  0.100
H: 1.01 3.11 -0.31  0.077
H: -0.06 3.55 1.01  0.076

For the HOMO-LUMO gap, the calculation gives 0.3425 Eh. The total energy comes out at -96068.815 eV. As for the total charge: 0. The value obtained for the energy above the lowest of the compared OMol25 structures with the same formula, charge and spin is 264.02 kJ/mol. The molar mass is 867.516 Da. Its SMILES is O=C1OC[C@@H](F)O1.O=C1OC[C@@H](F)O1.O=C1OC[C@@H](F)O1.C[N+](=O)[O-].C[N+](=O)[O-].C[N+](=O)[O-].C[N+](=O)[O-].C[N+](=O)[O-].C[N+](=O)[O-].C[N+](=O)[O-].C[N+](=O)[O-].C[N+](=O)[O-].

---

(4)
Entry from the OMol25 dataset: a cluster of 8 separate species, C3H21NO8S2 in total (ωB97M-V with the def2-TZVPD basis set).

Each line ends with the natural charge from an NBO analysis.
Geometry (Å):
N: -0.10 -0.64 2.07  -0.787
C: -0.79 -0.71 0.93  0.714
O: -0.47 -1.41 -0.04  -0.717
C: -1.95 0.26 0.85  -0.511
C: -1.40 1.50 0.15  -0.562
S: -2.70 2.46 -0.71  0.065
S: -1.73 3.39 -2.20  -0.183
H: -0.39 -0.08 2.86  0.426
H: 0.75 -1.17 2.26  0.430
H: -2.78 -0.14 0.25  0.240
H: -2.27 0.56 1.84  0.219
H: -0.59 1.33 -0.56  0.271
H: -1.02 2.20 0.92  0.208
H: -1.65 2.41 -3.16  0.199
O: 0.73 0.43 4.81  -0.966
H: 1.62 0.23 4.53  0.487
H: 0.64 1.36 5.11  0.484
O: 2.81 -0.29 -1.14  -0.978
H: 3.12 0.43 -0.58  0.470
H: 2.56 -0.98 -0.49  0.498
O: -2.69 -0.90 -2.95  -0.935
H: -2.35 -0.88 -2.07  0.479
H: -2.33 -1.72 -3.30  0.475
O: 0.28 0.32 -2.04  -1.005
H: 1.27 0.25 -2.03  0.508
H: 0.06 -0.26 -1.32  0.484
O: -1.20 1.02 -4.30  -0.985
H: -1.83 0.30 -4.09  0.495
H: -0.45 0.83 -3.69  0.500
O: 1.86 -2.43 0.35  -1.026
H: 2.22 -3.14 -0.19  0.490
H: 0.94 -2.15 0.16  0.507
O: 2.90 -0.74 2.65  -0.963
H: 3.34 -1.49 2.24  0.494
H: 3.60 -0.15 2.90  0.474

For the HOMO-LUMO gap, the calculation gives 0.2985 Eh. The total energy comes out at -42993.901 eV. As for the total charge: 0. The value obtained for the energy above the lowest of the compared OMol25 structures with the same formula, charge and spin is 0.00 kJ/mol. The molar mass is 263.334 Da. Its SMILES is NC(=O)CCSS.O.O.O.O.O.O.O.

---

(5)
Entry from the OMol25 dataset: a cluster of 2 separate species, C3H11N2S in total (ωB97M-V with the def2-TZVPD basis set).

Each line ends with the natural charge from an NBO analysis.
Geometry (Å):
C: 1.52 1.21 0.24  -0.622
C: 0.81 0.31 -0.74  -0.232
C: -2.23 -0.26 0.52  0.168
N: 0.28 -0.88 -0.10  -0.927
N: -2.58 0.63 -0.30  -0.619
S: 1.10 -2.11 0.50  0.725
H: 0.71 1.48 0.92  0.190
H: 2.12 0.59 0.90  0.203
H: 2.09 2.12 -0.18  0.245
H: 0.05 0.90 -1.23  0.184
H: 1.51 -0.16 -1.57  0.189
H: -2.70 -1.22 0.30  0.225
H: -1.49 -0.21 1.25  0.256
H: -2.30 1.64 -0.25  0.441
H: -3.13 0.42 -1.16  0.446
H: 2.12 -2.63 -0.39  0.072
H: 2.12 -1.82 1.30  0.057

For the HOMO-LUMO gap, the calculation gives 0.3010 Eh. The total energy comes out at -17094.565 eV. As for the total charge: +1. The value obtained for the energy above the lowest of the compared OMol25 structures with the same formula, charge and spin is 429.18 kJ/mol. The molar mass is 107.202 Da.